No. 1
The following is a quantum chemistry calculation of a gas-phase ion, C6H6NO4 (charge -1), from the OMol25 dataset.

Results
Spin multiplicity: 1
Energy, a.u.: -587.98695
Net charge: -1
LUMO energy, Eh: 0.1419
HOMO level, eV: -3.505
Max |F|, eV Å⁻¹: 2.440
Structure (SMILES): C/C=N/C1=C([O-])OCOC1=O
Relative energy (zero: lowest compared OMol25 entry of this formula, charge and spin), kJ/mol: 186.1

Bonds (Å) are listed after each position.
Positions of all 17 atoms, in Å:
1 C -2.688 -0.004 -1.903  C2 1.487, H12 1.170, H13 1.060, H14 1.124
2 C -1.600 0.294 -0.934  C1 1.487, N3 1.254, H15 1.077
3 N -0.903 -0.635 -0.461  C2 1.254, C4 1.399
4 C 0.271 -0.349 0.245  N3 1.399, C5 1.472, C10 1.403
5 C 0.796 1.021 0.362  C4 1.472, O6 1.247, O7 1.384
6 O 0.389 2.008 -0.282  C5 1.247
7 O 1.913 1.220 1.153  C5 1.384, C8 1.450
8 C 2.329 0.101 1.977  O7 1.450, O9 1.384, H16 1.142, H17 1.061
9 O 2.193 -1.129 1.359  C8 1.384, C10 1.477
10 C 1.046 -1.491 0.501  C4 1.403, O9 1.477, O11 1.202
11 O 0.958 -2.660 0.234  C10 1.202
12 H -2.259 0.442 -2.896  C1 1.170
13 H -3.582 0.525 -1.691  C1 1.060
14 H -2.790 -1.123 -1.919  C1 1.124
15 H -1.324 1.328 -0.806  C2 1.077
16 H 1.865 0.273 3.006  C8 1.142
17 H 3.385 0.178 2.054  C8 1.061

Results of the Mulliken charge analysis, in e, for atoms 1 through 8: atom 1 (C): -1.03, atom 2 (C): 0.07, atom 3 (N): -0.45, atom 4 (C): -0.21, atom 5 (C): 0.65, atom 6 (O): -0.69, atom 7 (O): -0.41, atom 8 (C): -0.07

=====

No. 2
The following is a quantum chemistry calculation of a gas-phase ion, C6H6NO6S (charge -1), from the OMol25 dataset.

Results
Spin multiplicity: 1
Energy, a.u.: -1136.48341
Net charge: -1
LUMO energy, Eh: 0.0891
HOMO level, eV: -5.935
Max |F|, eV Å⁻¹: 4.840
Relative energy (zero: lowest compared OMol25 entry of this formula, charge and spin), kJ/mol: 378.8

Bonds (Å) are listed after each position.
Positions of all 20 atoms, in Å:
1 C 2.190 0.320 0.001  C2 1.311, C3 1.443, H15 1.129
2 C 1.414 0.680 -0.992  C1 1.311, C4 1.489, H16 1.055
3 C 1.889 -0.590 1.078  C1 1.443, C5 1.427, O10 1.198
4 C 0.104 0.103 -1.402  C2 1.489, C6 1.478, H17 1.184, H18 1.215
5 C 0.566 -0.412 1.582  C3 1.427, H19 1.032, H20 1.015
6 C -0.703 -0.288 -0.227  C4 1.478, N7 1.433, S14 1.878
7 N -1.490 -1.471 -0.416  C6 1.433, O8 1.226, O11 1.232
8 O -1.796 -1.830 -1.547  N7 1.226
9 O -2.695 0.421 1.353  S14 1.457
10 O 2.723 -1.324 1.529  C3 1.198
11 O -1.775 -2.114 0.594  N7 1.232
12 O -0.798 1.979 0.948  S14 1.434
13 O -2.486 1.723 -0.737  S14 1.489
14 S -1.797 1.093 0.424  C6 1.878, O9 1.457, O12 1.434, O13 1.489
15 H 3.176 0.868 -0.043  C1 1.129
16 H 1.479 1.492 -1.662  C2 1.055
17 H -0.547 0.824 -2.078  C4 1.184
18 H 0.258 -0.753 -2.251  C4 1.215
19 H 0.080 -1.221 2.001  C5 1.032
20 H 0.208 0.500 1.846  C5 1.015

Results of the Mulliken charge analysis, in e, for atoms 1 through 8: atom 1 (C): -0.24, atom 2 (C): -0.30, atom 3 (C): 0.67, atom 4 (C): -0.52, atom 5 (C): -1.16, atom 6 (C): -0.19, atom 7 (N): 1.03, atom 8 (O): -0.65

=====

No. 3
The following is a quantum chemistry calculation of a single C6H6O molecule, from the OMol25 dataset.

Results
Spin multiplicity: 1
Energy, a.u.: -307.30059
LUMO energy, Eh: 0.0331
HOMO level, eV: -9.916
Max |F|, eV Å⁻¹: 0.854
Structure (SMILES): C#CC[C@H](O)C#C
Relative energy (zero: lowest compared OMol25 entry of this formula, charge and spin), kJ/mol: 427.5

Bonds (Å) are listed after each position.
Positions of all 13 atoms, in Å:
1 C -1.132 1.592 -1.490  C2 1.202, H8 1.062
2 C -0.725 0.622 -0.908  C1 1.202, C3 1.460
3 C -0.605 -0.751 -0.425  C2 1.460, C4 1.556, H9 1.092, H10 1.095
4 C 0.415 -1.076 0.704  C3 1.556, O5 1.412, C6 1.469, H11 1.094
5 O -0.189 -1.135 1.979  C4 1.412, H12 0.966
6 C 1.437 -0.025 0.599  C4 1.469, C7 1.206
7 C 1.802 1.064 0.232  C6 1.206, H13 1.065
8 H -1.633 2.363 -2.022  C1 1.062
9 H -1.603 -1.008 -0.062  C3 1.092
10 H -0.396 -1.357 -1.313  C3 1.095
11 H 0.808 -2.082 0.528  C4 1.094
12 H -0.272 -0.230 2.307  O5 0.966
13 H 2.093 2.022 -0.129  C7 1.065

Results of the Mulliken charge analysis, in e, for atoms 1 through 8: atom 1 (C): 0.02, atom 2 (C): -0.60, atom 3 (C): -0.49, atom 4 (C): 0.11, atom 5 (O): -0.56, atom 6 (C): -0.58, atom 7 (C): -0.03, atom 8 (H): 0.44